No. 1
Entry from the OMol25 dataset: a structure of composition C46H76AsBaN8O4S3Si3 (the ωB97M-V functional and the def2-TZVPD basis).

Positions of all 142 atoms, in Å:
Ba 0.37913 0.10309 -0.29322
As 0.45579 -3.17666 1.49202
S -0.74750 1.31504 7.83889
S -0.94398 2.98927 0.30810
S 3.21477 -0.59398 -0.79110
Si -1.27672 -4.24944 2.69178
Si 1.27775 -4.79853 -0.02443
Si 2.16476 -3.07647 3.13837
O -0.52966 2.59432 8.46288
O -1.95582 1.10113 7.07358
O 4.64531 1.66132 4.17472
O 3.41688 2.05705 5.91044
N -3.05388 3.89871 1.70058
N -1.77898 5.48575 0.88695
N 0.10962 0.79758 -3.08801
N 1.04305 0.89748 2.32529
N -2.19995 -0.04882 -1.89356
N 3.57654 1.76450 4.73475
N 2.42149 1.95504 -0.60002
N 1.11310 1.67129 4.39496
C 3.88948 1.68842 -4.65666
C -0.87657 0.47690 -3.82120
C -5.72445 -1.05368 0.14366
C 2.41081 1.51993 3.94714
C -4.84158 -2.03743 -0.27258
C 4.93836 3.02205 -1.03339
C 3.07357 -4.45630 -0.39903
C 1.76061 2.41299 -3.78850
C -4.12968 2.07534 -1.29583
C -3.41762 0.16990 -4.02088
C -0.85364 -5.87076 3.51442
C 0.27765 -4.61465 -1.59887
C -1.94021 4.15805 0.97185
C 0.79487 3.50129 -3.40863
C -3.42926 -0.35811 -1.23740
C -3.68061 -1.70503 -0.95991
C -0.83199 0.35196 -5.31721
C 1.54427 -1.94164 4.51170
C 3.85839 3.86187 -0.75569
C 2.63218 3.27693 -0.54726
C 0.60562 2.12852 5.68559
C -3.82727 5.11772 1.92899
C 1.84086 -1.41986 -3.97780
C 1.09536 -6.55896 0.57637
C -5.46748 0.27252 -0.16190
C 3.72511 -2.36970 2.40732
C -1.65317 0.25217 10.14934
C -2.19866 0.19055 -3.14255
C -0.60723 0.03586 9.06287
C -2.69361 -4.56789 1.51789
C 2.60942 -4.71835 3.92250
C 4.74518 1.66353 -1.07367
C -4.33060 0.64515 -0.87283
C 3.48995 0.36981 -4.55422
C 0.60732 1.00539 6.72404
C 2.22845 0.03375 -4.06892
C 3.02159 2.70530 -4.28048
C -2.75174 6.18656 1.72134
C 0.32584 1.26918 3.37578
C -1.16067 1.22202 3.45590
C -2.72489 -2.76159 -1.44092
C -1.84218 -3.02661 3.99405
C 1.38301 1.07051 -3.68077
C -0.58911 6.15345 0.41104
C 3.46316 1.13268 -0.83648
C 2.35253 1.05603 2.66918
H 0.05514 -6.88829 0.54578
H 0.37517 3.32943 -2.41516
H 4.24594 -3.11207 1.80160
H -0.04578 3.54276 -4.10716
H -3.31348 -0.59839 -4.78896
H -1.58613 2.21712 3.59756
H 3.97421 4.93503 -0.69834
H -4.31855 -0.03123 -3.44858
H -2.39229 -5.20266 0.68169
H 3.30293 -3.39414 -0.49337
H 1.29024 4.47136 -3.42235
H 2.74326 -5.51729 3.19206
H 0.86840 -1.56768 -3.50719
H 0.78957 -1.24281 4.14898
H -2.65753 0.22477 9.72958
H -1.98170 -2.02808 3.57343
H 0.62581 -5.35088 -2.32849
H -2.79858 -3.35264 4.41093
H 5.55881 0.98044 -1.27252
H -1.72396 -6.19474 4.09239
H 3.16555 0.83344 1.99703
H -1.57017 -0.53441 10.89711
H 1.11074 -2.52198 5.32887
H 0.39888 -3.62355 -2.04322
H -6.62176 -1.32145 0.68520
H 1.87316 -5.04138 4.65741
H -1.50391 1.21286 10.63819
H -6.17558 1.03915 0.13053
H 4.39128 -2.08734 3.22833
H 3.32757 -4.94286 -1.34494
H -1.49086 0.59252 4.28545
H -1.12827 -2.95428 4.81510
H 3.72169 -4.87994 0.37061
H -1.02416 -0.68366 -5.60893
H -4.25026 5.13847 2.93020
H 0.05868 6.43791 1.24453
H -0.41543 2.46141 5.50814
H -0.00934 -5.80047 4.19663
H -3.12285 -3.75634 -1.25194
H -3.52760 1.12400 -4.53919
H 0.40456 0.04004 6.25962
H 0.13990 0.64527 -5.70292
H 2.38482 -1.37119 4.91582
H 5.92382 3.43572 -1.20776
H 4.16559 -0.42594 -4.84433
H -0.78614 -4.78944 -1.42882
H -3.49849 -5.07797 2.05366
H 3.55830 -1.49951 1.77424
H -5.05598 -3.07969 -0.07064
H 1.66982 -7.21897 -0.07902
H 4.87630 1.92814 -5.03001
H -3.49401 2.99816 1.60267
H 1.75550 3.87425 -0.32230
H -3.09077 -3.63313 1.12187
H 3.56148 -4.58988 4.44550
H -4.33885 2.19954 -2.36145
H 2.57903 -1.96235 -3.38658
H 1.80089 -1.87049 -4.97205
H -3.12609 7.07473 1.21556
H -3.10669 2.40841 -1.12159
H -1.60087 0.96585 -5.78578
H -2.53300 -2.67295 -2.51201
H 1.46634 -6.69090 1.59297
H -0.74587 -0.90862 8.53565
H 1.54603 0.96611 7.27350
H -4.63363 5.21295 1.19758
H -1.75813 -2.68672 -0.93317
H -0.87374 7.04978 -0.13867
H 3.32714 3.74105 -4.36649
H 1.18626 2.97513 6.03332
H -0.04884 5.48342 -0.25234
H -2.28785 6.48967 2.66522
H 0.40970 0.09263 9.45294
H -4.81747 2.72886 -0.75841
H -0.63484 -6.64904 2.78444
H -1.54584 0.82606 2.51953

Summary:
Net charge: +1
LUMO: -2.37 eV
HOMO level: -0.3408 hartree
2S+1: 1
Energy above the lowest of the compared OMol25 structures with the same formula, charge and spin: 0.134 eV
Frontier orbital gap: 6.9 eV
DFT total energy: -6861.7762 Eh

No. 2
Entry from the OMol25 dataset: a cluster of 7 separate species, C46H79O12P in total at a distorted geometry (the ωB97M-V functional and the def2-TZVPD basis).

Positions of all 138 atoms, in Å:
P 1.43171 -5.80983 -1.41099
O -3.44980 -5.82830 -4.53531
O -0.45159 0.02564 -3.30619
O -5.77743 -3.18307 3.52119
O -4.18175 -2.81412 -5.81337
O 1.42232 -0.73896 0.77592
O -0.99507 8.17259 3.63254
O 0.91627 -7.49080 -1.43808
O 1.29029 -3.23307 -6.63509
O 5.30362 -0.64184 -1.75265
O 7.66188 -0.97056 3.99203
O -4.65970 2.04297 1.83564
O 1.35417 -5.37916 0.30849
C -2.42439 -5.00711 -3.83121
C 6.28800 -1.11894 -2.66695
C 0.03372 -4.80954 -2.25915
C -3.71923 -2.49983 -4.59809
C -2.41229 1.87434 -1.24037
C 6.57654 -2.60377 -2.52408
C -5.87932 -0.78806 -3.59918
C 1.45662 -3.79950 -7.93258
C -1.15047 -5.69537 -3.01464
C -1.99306 3.22331 -2.07994
C 2.06962 -2.83883 -8.93854
C -3.53074 0.97622 -2.04076
C 0.44917 -2.08531 -6.54709
C 7.29314 0.67997 5.78324
C -2.50318 -3.35674 -3.83313
C -1.48758 -0.81623 -3.13348
C -5.14526 1.35774 -1.90463
C 0.48445 -1.19191 -0.38974
C 6.86114 -0.06353 0.06623
C 9.07030 -0.77995 3.87982
C -0.91415 4.04684 -1.13617
C -4.26698 -1.18072 -3.72763
C 0.60081 9.22249 5.18673
C -4.50452 -5.14500 2.74977
C -6.35085 0.50514 -2.67895
C -3.06998 -0.30414 -2.95540
C -1.84563 4.98014 -0.11310
C -2.40486 5.57998 1.04821
C 7.09099 -0.73919 5.27753
C -0.97535 -2.34302 -7.00830
C -0.62151 8.92840 2.48312
C -5.48156 -3.33394 4.90743
C -4.91173 3.41893 2.10986
C 9.87756 -1.68421 4.79582
C -5.47103 1.09876 2.53045
C 0.02616 7.94392 4.60072
C -0.01954 -3.13856 -2.29175
C -4.21992 -2.60476 5.34008
C -6.95558 1.25232 2.24600
C 1.20446 0.38784 -0.40193
C 5.59950 -0.79271 -0.36641
C 1.20656 -2.32495 -1.56264
C 0.49195 8.28608 1.67179
C -4.71035 3.79213 3.56958
C -1.30333 -2.47744 -3.06824
C -4.79305 -3.66017 2.60690
H -1.10116 -6.88759 -3.01351
H 0.81473 7.31438 4.17555
H -1.50198 2.94777 -3.10569
H -1.48533 1.16905 -0.97841
H 5.64709 -1.85357 -0.10326
H -5.39383 3.25112 4.22681
H 0.11393 -7.61681 -0.82654
H 1.07827 9.84346 4.42505
H 6.97560 -2.85015 -1.53728
H 6.78284 1.00670 -0.16274
H -5.43397 -4.39480 5.17059
H 7.02128 -0.18301 1.14287
H 6.01684 -0.92774 5.18247
H 0.89604 -1.24759 -7.09250
H 1.35086 8.98879 5.94810
H -7.48921 0.81155 -2.54584
H 1.44050 -1.96141 -9.10016
H -7.15090 1.15968 1.17226
H -2.90152 2.14184 -0.18465
H -3.33383 -2.98343 4.82701
H -0.36009 9.95086 2.77153
H 0.19995 7.27824 1.35096
H -0.75353 -1.26507 -0.20027
H 0.71423 8.88805 0.78450
H -2.81496 6.31406 1.87423
H 2.12468 -4.65892 -7.81657
H 9.33620 -1.00365 2.84001
H 0.70592 -4.62014 0.43381
H 2.37921 0.45149 -0.52462
H 1.41358 8.18973 2.24893
H -7.52592 0.48198 2.77343
H -1.01853 -2.63542 -8.06014
H -7.33459 2.22662 2.56351
H -3.77234 -5.46418 2.00215
H 5.89899 -0.93082 -3.67454
H -4.88206 4.86348 3.71719
H 7.30872 -2.92295 -3.27169
H 3.04412 -2.48160 -8.58263
H -5.14976 0.10415 2.19953
H -1.42557 -3.15341 -6.42500
H 2.20730 -3.33444 -9.90522
H 1.81739 -2.99393 -0.82202
H 0.42987 -1.78958 -5.49157
H -2.96783 3.85865 -2.33557
H -5.42179 -5.72779 2.61328
H -5.26738 1.14531 3.60530
H 7.20493 -0.52735 -2.57647
H -5.91294 3.69566 1.76642
H 6.87019 1.40317 5.07470
H 9.32236 0.27328 4.04138
H 6.80615 0.81224 6.75504
H -4.35314 -5.72415 -4.07683
H -5.18207 -3.47205 1.59931
H 0.87292 1.18488 0.38995
H 0.50453 -4.19715 -8.29639
H -1.51418 9.00495 1.85411
H -0.18504 3.32243 -0.54498
H 7.46923 -1.47186 5.99661
H 7.74723 -0.44220 -0.44683
H 9.65836 -1.49968 5.85016
H -5.53956 2.25628 -1.22521
H -3.68896 3.55059 3.88949
H -3.87612 -3.06858 2.69737
H -4.29822 -1.53453 5.11110
H 9.64871 -2.73606 4.59360
H 1.85100 -1.66820 -2.28622
H 8.35053 0.92300 5.90420
H -0.26613 4.75081 -1.81881
H -1.58426 -1.44254 -6.88479
H 10.94871 -1.52309 4.64230
H 4.74870 -0.37735 0.18312
H -4.20754 3.99449 1.50057
H -6.33236 -2.91858 5.45697
H -6.64670 -1.47009 -4.17062
H -4.05977 -2.72424 6.41671
H 5.65926 -3.18656 -2.66056
H -0.43104 7.36035 5.40842
H -4.10546 -5.39138 3.73657
H -0.19161 9.82195 5.64760

Summary:
Net charge: 0
LUMO: -1.76 eV
HOMO level: -0.3216 hartree
SMILES string: C#CCCCc1cccc2c1C(=O)c1c(C[C@@H]3CO3)c(P(O)O)cc(O)c1C2=O.CCOCC.CCOCC.CCOCC.CCOCC.CCOCC.CCOCC
2S+1: 1
Frontier orbital gap: 7.0 eV
DFT total energy: -3043.2364 Eh

No. 3
Entry from the OMol25 dataset: a cluster of 7 separate species, C46H80O14S7 in total at a distorted geometry (the ωB97M-V functional and the def2-TZVPD basis).

Positions of all 147 atoms, in Å:
S -0.68312 -6.67785 6.32778
S 4.18768 -7.48514 -1.13615
S -3.50446 5.03690 3.83143
S -5.72686 5.45571 -0.29607
S 3.81244 2.59956 -7.77257
S 0.36246 -4.20365 2.07634
S 3.38516 3.61277 -1.59755
O -0.66335 -3.69500 2.95976
O 3.93296 -7.50421 0.28577
O -4.33882 4.57248 4.91419
O 0.65289 1.85106 4.07536
O 2.48204 2.98999 -8.17065
O -5.48398 6.73807 0.32391
O 0.62696 -6.76154 5.72016
O -4.66155 4.65128 -0.84446
O 0.91691 4.78658 0.01240
O 4.05360 1.70325 -6.66728
O -1.67162 -7.71662 6.16683
O -3.49816 4.39486 2.53481
O 0.37212 -3.90534 0.66148
O 5.50636 -7.26239 -1.67700
C 0.85607 3.67813 0.52168
C -1.62097 0.83515 -2.88225
C 1.50553 -1.74875 -2.96708
C 0.48257 -5.97242 2.28792
C 2.57770 -5.14760 3.21155
C 2.07346 2.73310 0.82568
C 0.00256 -1.24465 -3.25775
C 3.80730 -0.06651 2.33871
C 1.97369 -3.81531 2.75591
C 1.95067 1.92513 1.95472
C -7.90564 4.44460 -1.33403
C -1.00204 -4.89386 8.27647
C -6.99222 5.64746 -1.53993
C 5.77369 3.04158 -9.51714
C -0.57370 3.14257 0.96758
C -2.78638 7.44936 4.54681
C 3.33266 2.36527 -2.96982
C -8.07850 4.30706 0.18153
C 3.50832 -8.96729 -1.87829
C 2.59472 3.03523 -4.21929
C -1.82193 5.18005 4.42615
C 2.57624 -7.07245 -3.15638
C 4.79870 4.06918 -7.53630
C -2.04075 -4.61202 7.18741
C -1.47829 6.67093 4.37980
C 1.55828 -3.12349 -2.15792
C -6.69013 4.43480 0.81562
C -1.49076 -0.59159 1.57564
C 2.30949 -8.51432 -2.71596
C 0.64759 2.00608 2.86301
C 1.98077 -6.24818 2.33275
C -0.50307 -6.32703 8.07514
C -2.07276 1.78179 2.69099
C -1.69353 2.35231 -2.32876
C -3.78560 6.78496 3.60765
C -2.61198 0.46482 1.97698
C -0.71468 2.34213 2.11168
C -2.17039 2.25403 -0.81820
C 3.05810 -6.34152 -1.90967
C 6.12911 3.74195 -8.20221
C 3.08664 0.92724 2.33386
C -1.81432 3.55650 0.06086
C -1.42485 -5.11581 5.88824
C 4.70258 1.99381 -9.20425
C -0.13229 0.35079 -3.14173
C 3.40668 2.63822 -0.02692
H -1.97240 -1.30017 0.81807
H 2.23439 -6.16399 -1.21458
H -0.58425 -0.14425 1.07030
H 0.54382 -6.43292 8.35851
H -8.86287 4.57749 -1.84090
H 4.49197 -0.95204 2.31221
H 3.66743 -5.12820 3.14854
H 6.70933 3.06505 -7.56779
H 4.28575 2.98933 0.59804
H -0.16663 -4.19505 8.17196
H 2.19339 -7.24229 2.72771
H 6.72483 4.64061 -8.37009
H -2.28799 -3.55100 7.12829
H -1.79086 4.79320 5.44536
H -2.64829 3.81720 0.77339
H -1.11157 -7.04415 8.62729
H 2.81291 1.42062 -2.61528
H -0.62778 -4.45269 5.54736
H 4.89157 4.28634 -6.47287
H -7.43287 3.54262 -1.73442
H 0.24314 0.74889 -4.14543
H -0.70500 -1.79545 -2.56981
H 0.57768 0.68123 -2.32401
H 1.68354 -6.60462 -3.57480
H -2.15589 -5.26203 5.09442
H 2.75060 2.43652 -5.18146
H 1.40110 -8.54665 -2.10678
H 3.57313 1.55676 -0.30742
H -0.02410 -6.47931 1.46730
H 2.31247 -5.33287 4.25662
H 2.02879 -1.93249 -3.95987
H -3.29697 0.68247 1.09281
H 0.55479 -3.48484 -1.78537
H 1.85621 -3.12096 3.58790
H 2.06831 -0.98224 -2.35700
H -6.19597 3.46608 0.89718
H -3.56776 7.02703 2.56531
H 2.22182 -3.02736 -1.23408
H -2.09767 0.09817 -2.16253
H -3.28683 -0.05621 2.73946
H -0.23066 -1.61404 -4.31366
H -3.13413 7.36959 5.58146
H 2.40373 -6.18682 1.32807
H 6.64934 2.58290 -9.97999
H -8.72624 5.10922 0.54812
H 3.03167 4.08522 -4.33475
H 4.00764 1.86762 -10.03389
H 5.37562 3.77546 -10.22429
H -7.51923 6.58191 -1.33787
H 5.14784 1.03314 -8.94275
H -1.60701 1.37602 -0.35247
H -0.67964 2.83096 -2.46184
H 1.48799 3.15439 -3.97664
H 3.35657 -7.05915 -3.92346
H 4.40315 2.15758 -3.26671
H 2.56963 -3.35293 1.96769
H -1.41826 -4.75889 9.27646
H -1.03035 6.91562 3.41197
H -2.66066 8.50787 4.31368
H -0.75183 6.93116 5.15168
H -2.96140 -5.16264 7.40376
H -8.54794 3.35902 0.45022
H 0.00875 -6.22707 3.23776
H -1.24826 -1.22883 2.47450
H -1.16145 4.59378 3.78626
H 2.15401 -9.17558 -3.57034
H 4.28289 -9.41882 -2.49922
H 3.21169 -9.66111 -1.09211
H -1.56120 4.44496 -0.60491
H 3.57060 -5.40689 -2.13026
H 4.29651 4.89324 -8.04647
H -6.73643 4.91097 1.79448
H -3.26850 2.01160 -0.71565
H -6.53905 5.67880 -2.52985
H -1.88224 1.53281 3.78472
H -4.82172 7.02713 3.84014
H -2.89781 2.57079 2.65382
H -2.20136 0.73231 -3.86148
H 2.01722 -3.97412 -2.76214
H -2.52205 2.84457 -2.92210

Summary:
Net charge: 0
LUMO: -0.51 eV
HOMO level: -0.2981 hartree
SMILES string: C#CC1=C(CSCC)C(=O)C(CCCCCCCC)=C(CCC)C1=O.O=S1(=O)CCCC1.O=S1(=O)CCCC1.O=S1(=O)CCCC1.O=S1(=O)CCCC1.O=S1(=O)CCCC1.O=S1(=O)CCCC1
2S+1: 1
Frontier orbital gap: 7.6 eV
DFT total energy: -5641.1576 Eh